[1]
DFT (the ωB97M-V functional and the def2-TZVPD basis) results for a molecular structure, C12H20ClNa3O16 in a non-equilibrium geometry.

Results
Energy relative to the best compared isomer or geometry (same formula, charge and spin)   0.000 eV
LUMO energy   -7.30 eV
Total energy   -71280.510 eV
Charge   +2
Highest occupied orbital energy   -0.51377 hartree
HOMO-LUMO gap   0.2456 hartree

Element x y z (Å)
Na (3.38, -0.51, -3.56)
Na (3.83, -1.12, 1.52)
Na (-1.79, -3.06, -2.82)
Cl (0.78, -0.73, -0.95)
O (0.23, 0.23, -0.08)
O (-0.09, -1.85, -1.10)
O (1.00, -0.21, -2.31)
O (2.04, -1.16, -0.36)
C (-1.41, 1.50, 3.00)
C (-0.25, 2.38, 3.53)
O (-0.89, 3.66, 3.57)
C (-2.23, 3.54, 3.52)
O (-3.00, 4.43, 3.64)
O (-2.57, 2.25, 3.30)
H (-1.40, 0.62, 3.64)
H (-1.26, 1.22, 1.96)
H (0.54, 2.43, 2.79)
H (0.06, 2.22, 4.57)
C (0.33, -4.91, 1.02)
C (0.85, -5.29, 2.45)
O (-0.13, -4.75, 3.30)
C (-1.29, -4.56, 2.60)
O (-2.31, -4.23, 3.06)
O (-1.01, -4.53, 1.28)
H (0.46, -5.67, 0.25)
H (0.82, -3.98, 0.71)
H (1.80, -4.78, 2.62)
H (0.90, -6.37, 2.56)
C (-2.02, 0.29, -4.32)
O (-2.89, -0.19, -5.32)
C (-3.18, -1.46, -5.45)
O (-3.05, -2.30, -4.56)
O (-3.80, -1.70, -6.57)
C (-4.49, -2.94, -6.72)
H (-2.56, 0.89, -3.59)
H (-1.31, 0.93, -4.86)
H (-1.36, -0.43, -3.83)
H (-3.79, -3.72, -7.00)
H (-5.25, -2.78, -7.47)
H (-5.07, -3.25, -5.84)
C (2.63, 2.67, 0.20)
O (2.59, 3.90, 0.88)
C (3.45, 4.08, 1.89)
O (4.16, 3.21, 2.32)
O (3.36, 5.32, 2.28)
C (4.19, 5.77, 3.35)
H (1.67, 2.17, 0.39)
H (3.54, 2.14, 0.49)
H (2.62, 2.87, -0.87)
H (5.13, 6.16, 2.96)
H (4.39, 5.03, 4.13)
H (3.64, 6.60, 3.77)

***

[2]
DFT (the ωB97M-V functional and the def2-TZVPD basis) results for a molecular structure, C6H10CoO6 in a non-equilibrium geometry.

Results
LUMO energy (alpha / beta)   -5.67 / -6.38 eV
Total energy   -56284.147 eV
Charge   +1
⟨S²⟩   6.004
2S+1   5
Highest occupied orbital energy (alpha / beta)   -0.46071 / -0.50187 hartree
HOMO-LUMO gap (alpha / beta)   0.2524 / 0.2673 hartree

Element x y z (Å)
O (1.20, 2.43, 0.45)
C (2.04, 1.49, 0.48)
O (1.67, 0.24, 0.34)
C (0.76, -0.31, 1.33)
C (0.36, -1.70, 0.89)
C (-0.17, -1.84, -0.54)
C (-0.92, -0.67, -1.12)
O (-1.99, -0.30, -0.24)
C (-2.54, 0.89, -0.43)
O (-2.35, 1.63, -1.36)
O (-3.35, 1.15, 0.59)
H (-0.08, 0.39, 1.41)
H (1.30, -0.35, 2.28)
H (-0.41, -2.01, 1.61)
H (1.22, -2.37, 1.01)
H (-0.81, -2.74, -0.59)
H (0.67, -2.03, -1.23)
H (-1.35, -0.93, -2.10)
H (-0.28, 0.21, -1.27)
H (-3.77, 2.01, 0.46)
Co (3.88, 0.14, -1.01)
O (2.89, 1.78, -0.47)
H (2.01, 2.90, -0.52)

***

[3]
DFT (the ωB97M-V functional and the def2-TZVPD basis) results for 2 unconnected molecules or ions with the total composition H3N3O2 in a non-equilibrium geometry.

Results
Energy relative to the best compared isomer or geometry (same formula, charge and spin)   2.264 eV
LUMO energy (alpha / beta)   0.21 / 0.30 eV
Total energy   -8607.604 eV
Highest occupied orbital energy (alpha / beta)   -0.25641 / -0.25728 hartree
HOMO-LUMO gap (alpha / beta)   0.2641 / 0.2682 hartree

Element x y z (Å)
N (1.04, 0.26, -1.80)
N (-0.31, -0.79, 0.43)
N (-0.53, 0.07, -0.54)
O (-0.70, 1.38, -0.13)
O (0.81, 1.18, -2.54)
H (0.00, -0.60, 1.41)
H (-0.35, -1.80, 0.10)
H (-1.06, 1.78, -0.88)